1.
C16H23B11Br6CrFGeN2S2 | the ωB97M-V functional and the def2-TZVPD basis

Computed properties:
HOMO (alpha / beta)   -11.861 / -11.862 eV
Energy above the lowest of the compared OMol25 structures with the same formula, charge and spin   0.0 kJ/mol
Energy   -556973.658 eV
Frontier orbital gap (alpha / beta)   7.50 / 5.88 eV

The geometry in ORCA input format:
```
! RIJCOSX wB97M-V def2-TZVPD def2/J DEFGRID3
* xyz 1 5
Cr 0.787 -0.192 -0.319
Br 1.450 0.134 2.178
B 2.275 1.911 1.832
B 3.033 2.928 3.038
C 2.795 4.488 2.411
B 1.492 3.422 2.277
B 1.864 4.612 0.996
B 3.628 4.847 0.969
B 4.348 3.810 2.225
B 4.040 2.118 1.814
Br 5.224 0.647 2.246
B 4.413 3.317 0.520
Br 6.048 3.205 -0.505
B 2.860 3.820 -0.248
Br 2.719 4.260 -2.128
B 1.561 2.937 0.586
Br -0.031 2.263 -0.393
B 3.110 2.150 0.301
Br 3.164 0.647 -0.985
H 3.069 2.720 4.196
H 2.700 5.289 3.128
H 0.512 3.524 2.923
H 1.131 5.515 0.812
H 4.067 5.922 0.778
H 5.258 4.205 2.857
S 1.613 -2.380 -0.681
C 0.658 -3.494 0.241
N -0.418 -3.247 0.950
C -0.901 -4.444 1.645
C 0.079 -5.537 1.164
N 1.012 -4.771 0.330
H -0.899 -2.352 0.875
H -1.927 -4.655 1.355
H -0.855 -4.294 2.722
H -0.419 -6.300 0.566
H 0.604 -6.015 1.987
H 1.852 -5.137 -0.083
S 0.409 -0.661 -2.581
Ge -1.880 -0.919 -2.757
C -2.322 -2.642 -1.988
C -1.571 -3.766 -2.332
C -1.941 -5.025 -1.883
C -3.070 -5.173 -1.086
C -3.821 -4.060 -0.734
C -3.449 -2.799 -1.184
C -2.710 0.670 -2.049
C -2.793 1.770 -2.906
C -3.359 2.960 -2.473
C -3.863 3.055 -1.184
C -3.796 1.964 -0.327
C -3.215 0.779 -0.752
H -1.977 -0.931 -4.285
H -0.699 -3.667 -2.971
H -1.368 -5.894 -2.181
H -3.377 -6.158 -0.757
H -4.710 -4.174 -0.127
H -4.063 -1.945 -0.926
H -2.416 1.702 -3.921
H -3.413 3.807 -3.143
H -4.311 3.980 -0.846
H -4.191 2.039 0.678
H -3.137 -0.050 -0.063
F -0.874 -0.736 0.200
*
```

---

2.
C16H23F3MoN4S5 | the ωB97M-V functional and the def2-TZVPD basis

Computed properties:
HOMO (alpha / beta)   -13.023 / -13.671 eV
Energy above the lowest of the compared OMol25 structures with the same formula, charge and spin   306.8 kJ/mol
Energy   -87093.543 eV
Frontier orbital gap (alpha / beta)   5.81 / 6.51 eV

The geometry in ORCA input format:
```
! RIJCOSX wB97M-V def2-TZVPD def2/J DEFGRID3
* xyz 2 3
Mo 0.830 -0.151 0.175
C 2.611 0.640 -2.628
C 1.630 1.796 -2.675
S 0.598 1.815 -1.153
C -0.388 3.349 -1.429
C -1.883 3.036 -1.279
S -2.281 2.026 0.173
C -3.001 0.496 -0.506
C -2.211 -0.230 -1.592
S -1.103 -1.487 -0.871
C -0.382 -2.225 -2.369
C 0.554 -1.270 -3.090
S 1.923 -0.904 -1.959
H 3.430 0.849 -1.938
H 3.046 0.477 -3.614
H 0.898 1.694 -3.479
H 2.121 2.763 -2.777
H -0.143 3.671 -2.442
H -0.045 4.118 -0.736
H -2.283 2.579 -2.183
H -2.400 3.990 -1.169
H -4.019 0.693 -0.839
H -3.091 -0.134 0.384
H -1.620 0.470 -2.181
H -2.886 -0.747 -2.274
H -1.178 -2.590 -3.017
H 0.164 -3.098 -2.005
H 0.023 -0.357 -3.353
H 0.943 -1.713 -4.006
N 0.918 3.964 2.144
C 0.798 2.654 1.857
S 1.863 2.065 0.492
N 0.028 1.872 2.494
N 0.038 0.524 2.113
C -0.422 -0.237 3.040
C -0.482 -1.679 2.908
C -1.003 -2.444 3.940
C -0.996 -3.826 3.800
C -0.470 -4.370 2.644
C 0.035 -3.517 1.663
N 0.035 -2.201 1.787
H 1.555 4.556 1.642
H 0.470 4.330 2.970
H -0.771 0.228 3.958
H -1.399 -1.970 4.828
H -1.387 -4.461 4.584
H -0.432 -5.440 2.496
H 0.476 -3.924 0.761
F 2.615 -1.211 2.398
C 2.478 -1.250 1.058
F 2.562 -2.549 0.697
F 3.633 -0.669 0.559
*
```

---

3.
C16H23FN2O3S | the ωB97M-V functional and the def2-TZVPD basis

Computed properties:
HOMO   -9.194 eV
Energy above the lowest of the compared OMol25 structures with the same formula, charge and spin   6.2 kJ/mol
Energy   -39641.194 eV
Structure (SMILES)   CCNC(=O)CN(C1CCCCC1)S(=O)(=O)c1ccc(F)cc1
Frontier orbital gap   9.77 eV

The geometry in ORCA input format:
```
! RIJCOSX wB97M-V def2-TZVPD def2/J DEFGRID3
* xyz 0 1
C 4.068 2.645 -2.128
C 2.804 2.549 -1.283
N 2.528 1.178 -0.915
C 2.523 0.739 0.353
O 2.662 1.454 1.327
C 2.297 -0.777 0.465
N 0.918 -1.162 0.235
C 0.056 -1.301 1.401
C -1.170 -2.164 1.123
C -1.974 -2.348 2.409
C -2.411 -0.998 2.968
C -1.195 -0.113 3.221
C -0.386 0.066 1.940
S 0.448 -1.522 -1.303
O 1.535 -1.123 -2.162
O -0.014 -2.872 -1.435
C -0.934 -0.427 -1.654
C -2.080 -0.955 -2.219
C -3.139 -0.121 -2.533
C -3.011 1.234 -2.272
F -4.034 2.053 -2.571
C -1.864 1.775 -1.713
C -0.813 0.928 -1.405
H 4.254 3.679 -2.406
H 3.962 2.052 -3.034
H 4.923 2.275 -1.568
H 1.953 2.954 -1.843
H 2.918 3.110 -0.352
H 2.394 0.495 -1.655
H 2.920 -1.287 -0.273
H 2.592 -1.094 1.468
H 0.649 -1.801 2.181
H -1.798 -1.680 0.373
H -0.861 -3.130 0.726
H -2.848 -2.969 2.205
H -1.362 -2.866 3.150
H -2.968 -1.141 3.896
H -3.073 -0.507 2.251
H -0.565 -0.572 3.986
H -1.512 0.863 3.593
H 0.490 0.686 2.135
H -1.000 0.567 1.188
H -2.125 -2.018 -2.398
H -4.047 -0.500 -2.973
H -1.807 2.836 -1.527
H 0.095 1.311 -0.970
*
```